1.
The following is a quantum chemistry calculation of a structure of composition C27H32OsP at a distorted geometry, from the OMol25 dataset.

Summary:
<S²> ... 6.022
Charge ... +1
Highest occupied orbital energy (alpha / beta) ... -8.831 / -10.480 eV
Multiplicity ... 5
Frontier orbital gap (alpha / beta) ... 6.2 / 4.8 eV

```
61
Properties=species:S:1:pos:R:3:lowdin_charge:R:1
Os 0.27 -0.87 0.13 1.620
P -0.10 -0.26 4.18 0.993
C 2.16 -0.66 1.12 -0.252
C -4.43 0.13 5.84 -0.072
C -3.91 -1.13 5.50 -0.080
C 1.60 0.66 1.18 -0.205
C 1.68 2.90 6.19 -0.072
C -0.01 0.47 -4.04 -0.093
C 0.73 2.07 5.61 -0.090
C 3.40 1.29 5.69 -0.079
C -2.60 -1.25 5.03 -0.106
C -0.83 1.48 -3.36 -0.407
C -1.78 -1.21 -0.27 -0.193
C 2.45 0.46 5.09 -0.109
C -0.51 -2.51 1.13 -0.234
C -1.79 -0.10 4.88 -0.371
C -0.25 2.75 -2.91 -0.094
C 3.02 2.51 6.25 -0.075
C 0.41 -1.89 4.86 -0.275
C -0.19 -2.87 -0.21 -0.213
C -0.98 -2.07 -1.07 -0.206
C -1.50 -1.49 1.08 -0.220
C -3.65 1.27 5.63 -0.074
C 2.43 -0.95 -0.26 -0.214
C 1.67 1.23 -0.13 -0.137
C 1.08 0.82 5.07 -0.373
C -2.25 1.21 -3.11 -0.092
C 2.18 0.25 -1.01 -0.137
C -2.38 1.16 5.06 -0.111
H 1.03 0.79 -4.10 0.073
H -2.90 1.75 -3.83 0.094
H -1.90 -0.95 1.93 0.100
H 1.42 -2.11 4.49 0.026
H -0.54 3.60 -3.56 0.096
H 2.78 -0.48 4.64 0.087
H 4.45 0.97 5.72 0.110
H -2.57 1.54 -2.11 0.075
H -0.94 -2.08 -2.16 0.121
H -2.48 0.15 -3.23 0.074
H 3.76 3.15 6.74 0.110
H 2.33 -1.30 1.97 0.111
H 1.39 2.26 -0.39 0.117
H -0.25 -2.69 4.53 0.023
H 2.37 0.36 -2.08 0.114
H -5.44 0.22 6.26 0.112
H -0.05 -0.50 -3.52 0.055
H -1.87 2.07 4.73 0.090
H -4.52 -2.02 5.62 0.109
H -4.03 2.25 5.90 0.110
H -2.48 -0.46 -0.64 0.123
H 0.41 -1.85 5.95 0.070
H 2.86 -1.87 -0.63 0.121
H 0.54 -3.60 -0.51 0.137
H -0.59 3.00 -1.89 0.080
H 1.37 3.87 6.60 0.111
H -0.07 -2.92 2.03 0.117
H -0.30 2.40 5.59 0.068
H -2.22 -2.24 4.80 0.088
H -0.37 0.30 -5.07 0.094
H 0.86 2.70 -2.91 0.073
H 1.24 1.15 2.08 0.079
```

=====

2.
The following is a quantum chemistry calculation of a structure of composition C33H40N5ReSSi at a distorted geometry, from the OMol25 dataset.

Summary:
<S²> ... 3.811
Charge ... -1
Highest occupied orbital energy (alpha / beta) ... -1.980 / -3.304 eV
Multiplicity ... 4
Frontier orbital gap (alpha / beta) ... 4.7 / 5.4 eV

```
81
Properties=species:S:1:pos:R:3:lowdin_charge:R:1
Re 0.34 -0.11 -0.19 1.120
S -1.71 0.72 0.39 0.866
Si 0.31 1.77 -1.81 0.486
N -0.65 -1.87 0.01 -0.113
N 0.12 2.42 1.31 0.041
N 0.90 1.32 1.01 -0.255
N -2.10 3.14 1.17 0.043
N 1.68 -1.13 0.79 -0.165
C -1.13 2.20 1.03 -0.836
C -2.79 -1.61 -1.17 -0.202
C 2.16 -2.35 0.51 -0.135
C -4.17 -2.00 1.25 -0.064
C -0.38 1.36 -4.56 -0.137
C 1.79 0.97 1.89 -0.210
C -0.21 0.82 -5.84 -0.098
C -2.08 -1.83 0.03 -0.414
C 4.09 -2.03 1.87 -0.091
C 2.41 -0.35 1.63 -0.220
C 3.34 -2.85 1.02 -0.087
C 2.08 1.26 4.36 -0.027
C -4.88 -1.78 0.07 -0.123
C -1.36 2.51 -1.51 -0.299
C 3.62 -0.76 2.19 -0.024
C 0.88 0.00 -6.11 -0.111
C -1.06 -0.35 -2.62 -0.239
C 3.15 3.81 3.94 -0.087
C 1.68 2.94 -1.37 -0.215
C 1.62 0.24 -3.83 -0.112
C 3.06 3.29 5.23 -0.106
C -1.64 -2.76 -3.10 -0.061
C -2.08 -2.29 2.59 -0.374
C 2.72 3.05 2.86 -0.025
C -4.19 -1.59 -1.13 -0.064
C -2.14 -1.43 -2.55 -0.324
C -1.28 -3.60 2.61 -0.079
C 2.52 2.02 5.44 -0.088
C 0.53 1.07 -3.53 -0.335
C -1.24 -1.11 3.07 -0.103
C -2.76 -2.03 1.25 -0.199
C 1.80 -0.29 -5.11 -0.087
C 2.19 1.78 3.06 -0.178
H -1.26 -2.64 -4.12 0.070
H -1.72 4.04 0.94 0.103
H -1.83 -0.18 3.07 0.063
H -1.47 2.82 -0.47 -0.050
H -1.52 3.39 -2.14 0.046
H 2.66 2.45 -1.45 0.027
H -0.38 -3.55 1.99 0.056
H 3.55 4.81 3.78 0.096
H -2.16 1.79 -1.73 0.023
H -0.95 -3.83 3.63 0.067
H 3.68 -3.84 0.76 0.092
H -2.93 -1.08 -3.24 0.126
H -0.35 -0.94 2.46 0.032
H -2.86 2.85 0.57 0.078
H -0.83 -3.18 -2.49 0.073
H -1.38 0.57 -2.12 -0.019
H 1.63 0.28 4.52 0.117
H 1.02 -0.41 -7.11 0.090
H -0.84 -0.11 -3.66 0.057
H -1.25 2.00 -4.39 0.115
H -0.90 -1.27 4.10 0.070
H 2.42 1.63 6.45 0.096
H 1.53 -2.93 -0.16 0.094
H 2.36 -0.01 -3.06 0.091
H 2.76 3.46 1.85 0.109
H -1.88 -4.44 2.26 0.075
H -4.73 -2.15 2.17 0.098
H 5.03 -2.39 2.29 0.095
H -0.92 1.05 -6.63 0.095
H -5.96 -1.76 0.09 0.083
H -2.87 -2.42 3.35 0.118
H -4.77 -1.43 -2.03 0.098
H 1.69 3.81 -2.03 0.021
H 4.19 -0.11 2.84 0.112
H 2.65 -0.93 -5.32 0.095
H 1.03 -0.94 -1.54 0.013
H -0.11 -0.67 -2.17 -0.053
H -2.45 -3.50 -3.13 0.074
H 3.38 3.89 6.08 0.092
H 1.58 3.30 -0.34 -0.002
```

=====

3.
The following is a quantum chemistry calculation of a cluster of 3 separate species, C2HCl2NO3 in total at a distorted geometry, from the OMol25 dataset.

Summary:
Charge ... -2
Highest occupied orbital energy (alpha / beta) ... -2.051 / -2.051 eV
Frontier orbital gap (alpha / beta) ... 7.0 / 7.0 eV
Energy above the lowest of the compared OMol25 structures with the same formula, charge and spin ... 3.1545 eV

```
9
Properties=species:S:1:pos:R:3:lowdin_charge:R:1
Cl -10.32 0.00 0.57 -1.000
Cl 1.16 -2.78 -1.48 0.360
O -0.84 0.71 -1.86 -0.167
O 2.80 -1.86 1.59 0.030
O 0.64 -2.59 1.31 0.019
N -0.94 0.47 -0.63 -0.022
C 0.81 -1.71 0.03 -0.476
C 1.70 -1.93 1.09 -0.748
H 0.00 0.04 -0.24 0.004
```

=====

4.
The following is a quantum chemistry calculation of a structure of composition C53H58GeMoN3P, from the OMol25 dataset.

Summary:
Charge ... +2
Highest occupied orbital energy ... -13.686 eV
Frontier orbital gap ... 6.5 eV
Energy above the lowest of the compared OMol25 structures with the same formula, charge and spin ... 0.0000 eV

```
117
Properties=species:S:1:pos:R:3:lowdin_charge:R:1
Mo 0.49 -0.53 0.32 1.399
Ge 0.22 3.11 -0.36 0.967
P -1.43 -1.49 -0.95 1.044
N 2.29 -1.02 -0.37 -0.151
N 0.82 -0.53 2.31 -0.118
N 8.73 -3.39 5.43 0.194
C 0.88 -0.35 4.56 -0.016
C -0.86 4.45 4.03 -0.063
C -3.21 3.82 -2.71 -0.062
C 0.15 -0.12 3.39 -0.107
C -1.64 4.90 2.98 -0.063
C 0.21 3.60 3.78 -0.078
C 0.28 1.09 -0.11 -0.326
C -2.68 3.97 -3.98 -0.057
C 3.07 2.59 -0.81 -0.114
C 2.08 -0.89 4.16 0.036
C -2.96 -0.85 -0.20 -0.417
C -1.51 -0.72 -5.47 -0.181
C -1.36 4.51 1.68 -0.097
C -0.90 0.21 -3.17 -0.215
C -2.86 -0.87 -4.78 -0.176
C 2.83 -1.11 -1.61 -0.106
C -2.07 -5.59 1.11 -0.171
C -5.08 0.29 1.10 -0.177
C -1.30 3.89 -4.17 -0.075
C 4.67 4.28 -1.41 -0.062
C 3.16 -1.42 1.96 -0.024
C 5.53 -1.09 2.66 -0.011
C 6.63 -2.65 4.11 -0.204
C 3.66 5.23 -1.42 -0.060
C 0.50 3.21 2.48 -0.128
C 7.80 -3.06 4.84 -0.162
C 5.48 -3.44 4.15 0.007
C -0.61 0.24 -4.68 -0.167
C 4.38 -1.86 2.71 -0.214
C -0.47 3.66 -3.09 -0.107
C 6.66 -1.48 3.37 0.008
C -3.31 0.57 -0.69 -0.190
C -2.80 -0.81 1.33 -0.223
C -4.17 -0.57 2.00 -0.161
C 4.12 -1.61 -1.54 -0.020
C -0.29 3.66 1.42 -0.291
C -0.52 -3.68 0.57 -0.244
C 4.38 2.96 -1.11 -0.074
C 4.40 -1.81 -0.20 0.032
C -2.69 -1.60 -3.44 -0.177
C -1.36 -1.20 -2.75 -0.402
C 2.36 4.87 -1.11 -0.096
C 2.05 3.54 -0.81 -0.296
C 2.08 -1.02 2.75 -0.216
C -0.99 3.50 -1.80 -0.294
C -0.62 -5.18 0.80 -0.174
C 4.35 -3.03 3.46 -0.010
C -2.63 -4.09 -0.84 -0.175
C -4.24 1.28 0.31 -0.181
C -3.09 -4.61 0.51 -0.184
C 3.28 -1.43 0.56 -0.228
C -2.38 3.58 -1.63 -0.128
C -1.29 -3.31 -0.72 -0.405
H -0.93 -3.15 1.44 0.090
H -4.28 3.90 -2.56 0.113
H -2.47 5.58 3.17 0.114
H 5.69 4.56 -1.65 0.114
H -5.64 -0.35 0.41 0.121
H -0.02 0.52 -2.61 0.070
H 5.55 -0.17 2.08 0.132
H -4.64 -1.53 2.20 0.116
H 5.33 -2.18 0.22 0.131
H -5.82 0.80 1.71 0.121
H -2.40 1.16 -0.83 0.062
H -3.33 4.16 -4.82 0.115
H -2.81 3.47 -0.64 0.079
H -0.83 0.34 3.30 0.116
H -1.97 4.89 0.87 0.095
H -1.08 4.76 5.04 0.114
H 3.89 6.26 -1.65 0.115
H 7.55 -0.87 3.34 0.133
H -4.06 -5.10 0.40 0.123
H -2.69 -2.68 -3.61 0.119
H -4.02 -0.08 2.96 0.119
H -1.68 0.93 -2.92 0.095
H 3.45 -3.64 3.49 0.130
H -1.63 -0.36 -6.49 0.119
H 1.36 2.58 2.30 0.097
H 0.61 3.61 -3.24 0.106
H 2.91 -1.15 4.80 0.133
H 4.76 -1.80 -2.38 0.120
H 0.45 -0.01 -4.85 0.112
H -0.89 4.02 -5.16 0.116
H -0.58 -1.91 -3.08 0.117
H -0.75 1.26 -5.03 0.099
H -2.23 -5.66 2.19 0.116
H -3.40 -3.48 -1.31 0.092
H -0.26 -5.69 -0.09 0.122
H -4.88 1.99 -0.23 0.117
H 5.47 -4.35 4.72 0.133
H -3.65 1.88 1.01 0.112
H 0.04 -5.48 1.62 0.116
H -2.35 -1.72 1.74 0.083
H 5.16 2.21 -1.11 0.105
H 0.53 -3.38 0.48 0.089
H -2.12 0.03 1.56 0.084
H 2.85 1.56 -0.56 0.058
H 0.56 -0.12 5.56 0.121
H 1.59 5.63 -1.12 0.113
H -3.75 -1.55 -0.47 0.117
H -1.04 -1.71 -5.56 0.118
H -3.26 -3.77 1.19 0.099
H -2.47 -4.93 -1.52 0.130
H -2.26 -6.59 0.71 0.118
H -3.55 -1.38 -2.80 0.095
H 2.25 -0.82 -2.48 0.119
H -3.56 -1.42 -5.40 0.122
H -0.64 -3.60 -1.55 0.117
H -3.79 0.51 -1.67 0.117
H 0.84 3.27 4.60 0.108
H -3.30 0.12 -4.62 0.118
```

=====

5.
The following is a quantum chemistry calculation of the molecule C4H4O2, from the OMol25 dataset.

Summary:
SMILES ... C#CCOC=O
Highest occupied orbital energy ... -10.382 eV
Frontier orbital gap ... 11.2 eV
Energy above the lowest of the compared OMol25 structures with the same formula, charge and spin ... 1.7468 eV

```
10
Properties=species:S:1:pos:R:3:lowdin_charge:R:1
O -1.25 0.64 -0.21 -0.012
O -2.61 -0.57 1.07 0.093
C 1.06 -0.12 -0.37 -0.122
C 1.82 -1.04 -0.19 0.132
C 0.10 0.97 -0.54 -0.183
C -1.50 -0.31 0.72 -0.341
H 0.41 1.84 0.04 0.133
H 2.47 -1.86 -0.01 0.038
H 0.07 1.27 -1.59 0.132
H -0.59 -0.81 1.08 0.130
```

=====

6.
The following is a quantum chemistry calculation of a structure of composition C33H45NO2P2PtSi at a distorted geometry, from the OMol25 dataset.

Summary:
<S²> ... 6.068
Highest occupied orbital energy (alpha / beta) ... -4.707 / -7.691 eV
Multiplicity ... 5
Frontier orbital gap (alpha / beta) ... 4.8 / 5.7 eV
Energy above the lowest of the compared OMol25 structures with the same formula, charge and spin ... 1.9600 eV

```
85
Properties=species:S:1:pos:R:3:lowdin_charge:R:1
Pt -0.34 -1.35 -1.79 1.003
P 2.06 -1.34 -1.79 0.743
P -2.59 -0.97 -1.60 0.674
Si 0.02 1.00 1.85 0.358
O -0.40 -0.03 0.74 -0.409
O -1.41 -3.12 -0.79 -0.397
N -0.11 -0.01 -3.01 -0.149
C -1.69 3.21 2.01 -0.086
C -0.55 -3.80 0.02 -0.565
C -1.22 1.00 5.88 -0.090
C -0.16 2.97 -4.91 -0.075
C -0.99 5.45 1.50 -0.104
C 1.74 0.60 2.51 -0.237
C 0.56 3.66 1.05 -0.109
C -0.16 2.43 -6.19 -0.064
C 4.31 -0.15 3.41 -0.108
C -3.50 -2.17 -2.58 -0.247
C -3.03 0.58 -2.36 -0.259
C -0.17 1.06 -6.40 -0.082
C 4.08 1.13 2.93 -0.100
C -0.14 2.16 -3.81 -0.011
C -0.14 0.76 -4.05 -0.427
C -3.32 -0.90 0.03 -0.232
C -0.43 -3.38 1.45 -0.082
C 1.98 -0.69 3.04 -0.094
C 3.03 -1.37 -0.24 -0.215
C -2.00 4.57 1.93 -0.084
C 3.26 -1.07 3.46 -0.095
C -0.39 2.80 1.64 -0.231
C 0.35 -4.80 -0.65 -0.095
C 2.80 1.51 2.50 -0.106
C -0.15 0.19 -5.35 -0.012
C 0.27 5.03 1.05 -0.097
C -2.50 -0.75 4.80 -0.099
C 2.86 0.09 -2.67 -0.225
C 2.64 -2.75 -2.81 -0.232
C -1.88 -0.44 3.57 -0.091
C -0.91 0.57 3.49 -0.244
C -2.17 -0.03 5.96 -0.107
C -0.60 1.29 4.65 -0.105
H 3.73 -2.85 -2.82 0.060
H -2.86 0.57 -3.43 0.041
H -1.24 6.51 1.41 0.092
H -1.37 -3.88 1.78 0.089
H 0.13 2.10 4.59 0.107
H -0.93 1.55 6.78 0.094
H 3.96 0.11 -2.52 0.062
H -0.26 -5.33 -1.41 0.085
H 2.62 2.54 2.19 0.075
H -0.41 -2.26 1.67 0.054
H 2.78 -2.26 0.34 0.059
H -0.13 2.52 -2.77 0.129
H 1.53 3.28 0.68 0.090
H 3.44 -2.08 3.82 0.100
H 1.40 -4.57 -0.99 0.045
H -4.07 0.80 -2.17 0.057
H 2.47 1.03 -2.27 0.048
H 4.11 -1.38 -0.44 0.060
H -3.25 -1.55 4.84 0.098
H 0.47 -3.92 1.85 0.082
H 4.90 1.85 2.88 0.095
H -0.15 -0.90 -5.45 0.120
H -0.18 4.03 -4.75 0.107
H 0.42 -5.45 0.23 0.061
H -3.16 -2.16 -3.62 0.042
H 0.75 -1.91 -0.84 -0.074
H -2.44 2.49 2.39 0.110
H -2.86 -0.09 0.59 0.028
H -3.00 4.91 2.24 0.102
H 2.83 -0.45 0.33 0.042
H 5.33 -0.46 3.68 0.097
H -0.16 3.10 -7.05 0.108
H -3.35 -3.19 -2.23 0.044
H 1.02 5.73 0.66 0.099
H 2.67 0.04 -3.76 0.047
H 1.17 -1.40 3.19 0.102
H -4.40 -0.75 -0.04 0.059
H -3.08 -1.80 0.58 0.044
H 2.22 -3.69 -2.42 0.012
H -0.17 0.65 -7.39 0.105
H -2.62 -0.29 6.91 0.091
H 2.29 -2.61 -3.84 0.049
H -4.56 -1.95 -2.59 0.052
H -2.16 -0.98 2.67 0.071
H -2.44 1.40 -1.96 0.045
```